Entry 1:
11
Properties=species:S:1:pos:R:3:forces:R:3:lowdin_charge:R:1 method="wB97M-V/def2-TZVPD" total_charge=+1 relative_energy_kcal_mol=71.20 energy_ev=-5355.470 e_lumo_ev=-5.41 e_homo_ev=-16.29
B -0.214867 1.147151 -0.057800 1.60 0.79 0.77 0.07
C -1.341303 0.175455 -0.025259 -2.41 1.97 0.28 -0.01
N -1.129295 -1.068030 0.044344 -2.64 -1.03 0.01 0.23
O 1.596484 -0.515119 0.055061 -3.72 3.22 -1.46 0.03
H 0.126882 1.897953 -0.824251 -0.19 0.59 -2.12 0.05
H 0.513575 1.404895 0.797900 -0.32 -0.09 1.54 0.06
H -2.352233 0.747478 0.011606 1.16 -1.81 -0.11 0.19
H -1.824808 -1.836462 0.093471 0.48 0.91 -0.05 0.19
H 2.142743 -1.170685 0.304327 3.30 -3.47 1.31 0.03
H -0.173263 -1.255408 0.096314 2.06 -1.17 -0.08 0.08
H 2.087996 0.243788 -0.247169 0.68 0.07 -0.09 0.08

---

Entry 2:
11
Properties=species:S:1:pos:R:3:forces:R:3:lowdin_charge:R:1 method="wB97M-V/def2-TZVPD" total_charge=+1 relative_energy_kcal_mol=70.65 energy_ev=-5355.494 e_lumo_ev=-3.90 e_homo_ev=-13.35
B -1.786435 -0.497503 0.526559 3.83 2.23 -0.18 0.04
C 0.711228 0.143486 0.547276 -2.94 0.07 0.90 -0.09
N 1.242190 -0.181657 -0.832274 1.41 1.72 1.29 0.10
O -2.386717 0.476938 -0.006510 -0.86 2.07 -0.49 0.21
H -2.033937 -1.475619 0.907490 -0.58 -3.02 1.03 0.03
H 0.738668 1.213003 0.804153 0.04 -0.28 -0.76 0.05
H 1.323632 -0.330855 1.297497 0.01 -0.53 -0.02 0.04
H 2.176584 -0.564239 -0.644161 -0.27 -0.26 -0.76 0.16
H 0.621438 -0.855905 -1.236104 0.08 -0.23 -0.85 0.13
H 1.390097 0.699130 -1.376730 -0.47 -1.19 0.09 0.18
H -1.996750 1.373226 0.012804 -0.26 -0.58 -0.24 0.16